(1)
Computed, not measured: C5H6N2O3 as an isolated structure in a non-equilibrium geometry, with ωB97M-V with the def2-TZVPD basis set.

```
16
Properties=species:S:1:pos:R:3:forces:R:3
N -0.514347 1.690897 -0.650486 -0.06 0.28 -0.24
C 0.023817 0.902026 0.363217 -0.04 -0.25 -0.02
C 1.448014 0.375768 0.301509 0.27 0.06 0.08
C 0.335759 -0.601426 0.378506 0.86 -0.36 0.06
O -0.099473 -0.697909 1.752768 0.25 -0.27 0.09
C -0.499283 0.616003 1.753237 -0.46 0.33 0.61
O -1.104868 1.178075 2.610284 0.32 -0.14 -0.52
C -0.057317 -1.638415 -0.596962 -0.98 1.75 -1.88
N 0.072959 -1.554595 -1.865943 0.87 0.02 0.71
H -1.524604 1.767184 -0.625283 0.19 0.01 0.04
H -0.084381 2.605113 -0.731607 -0.12 -0.16 0.05
H 1.906907 0.516820 -0.678535 -0.14 -0.07 0.25
H 2.118007 0.465290 1.157353 -0.20 0.03 -0.22
O -1.022201 -2.436813 -0.148115 -2.28 -0.33 -0.54
H 0.735353 -0.835200 -2.149128 -0.03 -0.04 0.09
H -1.734341 -2.352819 -0.870817 1.54 -0.85 1.44
```
Forces are in eV/Å.

Results
Energy relative to the best compared isomer or geometry (same formula, charge and spin), eV: 2.007
Total charge: 0
E_LUMO, eV: 0.5
Spin multiplicity: 1
DFT total energy, Ha: -529.29699
Orbital gap, eV: 10.2

(2)
Computed, not measured: an isolated molecule of C5H6N2OS3 in a non-equilibrium geometry, with ωB97M-V with the def2-TZVPD basis set.

```
17
Properties=species:S:1:pos:R:3:forces:R:3
C -1.742467 -0.706579 -0.014651 2.45 0.20 -0.84
C -0.826113 -0.136298 0.793374 0.86 2.41 0.16
C -1.404777 -0.736454 -1.436697 -1.72 0.03 0.26
C 1.045259 1.558837 0.850658 -0.77 2.53 4.82
C 0.835948 0.026253 -1.021656 2.57 0.54 0.98
N -0.231699 -0.277155 -1.885842 -0.04 0.07 1.24
N 0.363916 0.615962 0.309359 -3.02 -5.71 -5.59
O 2.069297 2.082393 0.553381 1.63 0.34 -1.48
S -2.555129 -1.139620 -2.518498 -0.67 -0.43 -0.58
S -1.038925 0.033552 2.503802 -0.04 -0.27 0.59
S 1.811216 -1.609516 -0.636196 -0.23 0.33 -0.17
H -2.669381 -1.175005 0.272164 0.15 0.05 0.31
H 0.519044 1.873749 1.800604 0.33 0.03 -0.34
H 1.596394 0.694529 -1.529342 -1.17 -0.54 0.93
H -0.246470 -0.245571 -2.885265 0.90 0.23 -0.50
H -1.670563 -1.132366 2.473686 -0.37 -0.23 0.57
H 2.989329 -1.227505 -0.039835 -0.87 0.41 -0.37
```
Forces are in eV/Å.

Results
Energy relative to the best compared isomer or geometry (same formula, charge and spin), eV: 0.338
Total charge: 0
E_LUMO, eV: -0.7
Spin multiplicity: 1
DFT total energy, Ha: -1573.39352
Orbital gap, eV: 8.2

(3)
Computed, not measured: an isolated molecule of C5H6N2S in a non-equilibrium geometry, with ωB97M-V with the def2-TZVPD basis set.

```
14
Properties=species:S:1:pos:R:3:forces:R:3
C -0.421422 -1.646559 -1.727808 -0.51 -0.08 -1.78
C -0.778034 -0.388887 -1.220932 -1.83 -2.14 -2.87
C -0.214629 0.181385 -0.177987 0.75 -0.84 -0.66
C 1.057428 0.685418 1.580072 -0.69 -2.84 -3.04
C 0.917579 -0.254582 0.508465 1.85 -0.09 4.51
H -0.960224 -1.932349 -2.706956 0.71 0.32 1.59
H -1.584527 0.008915 -1.802524 -0.38 0.92 0.28
H -1.677262 1.269804 0.681827 1.93 0.24 -2.05
H 0.354472 2.506227 1.549362 0.48 2.55 0.18
H 1.916030 0.582944 2.242197 -0.64 0.81 0.39
H 1.335157 -1.363391 0.436343 -0.60 3.13 -0.02
N -0.674592 1.359371 0.247323 -3.00 2.58 4.93
N -0.011365 1.610485 1.560128 1.34 -2.51 -0.94
S 0.741389 -2.618782 -1.169510 0.59 -2.05 -0.51
```
Forces are in eV/Å.

Results
Energy relative to the best compared isomer or geometry (same formula, charge and spin), eV: 3.969
Total charge: 0
E_LUMO, eV: -0.3
Spin multiplicity: 1
DFT total energy, Ha: -701.69310
Orbital gap, eV: 7.3

(4)
Computed, not measured: an isolated molecule of C5H6N2S in a non-equilibrium geometry, with ωB97M-V with the def2-TZVPD basis set.

```
14
Properties=species:S:1:pos:R:3:forces:R:3
C 3.354622 -0.470772 -0.001023 0.08 0.35 0.28
C 1.912218 -0.049427 0.000004 0.32 0.27 -0.05
C 1.391326 1.244600 0.005359 -0.31 -1.61 -0.10
C -0.217613 -0.251206 0.009610 0.00 -0.12 -0.18
C -1.544308 -0.807262 -0.001320 -0.20 0.01 -0.01
H 3.613610 -1.054067 -0.886376 -0.18 -0.11 0.11
H 4.000640 0.414166 -0.015160 -0.09 -0.13 0.09
H 3.593287 -1.054341 0.904591 -0.11 0.16 -0.43
H 1.868479 2.186270 -0.007560 0.30 0.72 0.01
H -0.661106 1.800686 -0.019976 -0.23 0.08 0.04
H -1.544556 -1.899592 -0.016762 -0.03 0.17 0.02
N 0.039008 1.082797 -0.001791 0.43 -0.03 0.10
N 0.907802 -0.961343 -0.003708 -0.32 0.43 0.12
S -2.929719 0.047569 0.000247 0.35 -0.18 0.00
```
Forces are in eV/Å.

Results
Energy relative to the best compared isomer or geometry (same formula, charge and spin), eV: 0.421
Total charge: 0
E_LUMO, eV: -0.8
Spin multiplicity: 1
DFT total energy, Ha: -701.82349
Orbital gap, eV: 7.9